Record 1
This record from OMol25 describes a cluster of 2 separate species, C10H17N3O in total in a non-equilibrium geometry. The level of theory is ωB97M-V/def2-TZVPD.

The value obtained for the LUMO energy is 0.39 eV. The calculation puts the frontier orbital gap at 9.7 eV. As for the charge: 0. The electronic energy is -630.65925 a.u. The energy above the lowest of the compared OMol25 structures with the same formula, charge and spin is 1.4518 eV. As for the structure (SMILES): C=C[C@@H](C#N)CC#N.COC[C@@H](C)N.

Each line ends with the Mulliken charge.
Cartesian coordinates (Å):
C (-0.168, -1.273, 2.210)  -0.78
C (-1.320, -0.927, 1.653)  -0.40
C (-2.640, -1.301, 2.308)  0.66
C (-3.752, -0.662, 1.595)  -0.08
N (-4.623, -0.170, 1.035)  -0.44
C (-2.899, -2.838, 2.366)  -0.73
C (-2.473, -3.505, 1.136)  0.25
N (-2.125, -3.992, 0.159)  -0.39
H (-0.130, -2.112, 2.898)  0.21
H (0.745, -0.750, 1.964)  0.25
H (-1.323, -0.381, 0.718)  0.39
H (-2.618, -0.944, 3.336)  0.32
H (-2.352, -3.257, 3.209)  0.34
H (-3.964, -3.029, 2.493)  0.40
C (2.471, 1.575, -3.065)  -1.43
C (2.854, 1.253, -1.625)  0.31
C (1.737, 0.573, -0.825)  -0.58
O (0.702, 1.442, -0.386)  -0.38
C (-0.306, 1.714, -1.342)  -0.78
N (3.352, 2.471, -0.981)  -0.72
H (1.813, 2.443, -3.120)  0.28
H (3.363, 1.808, -3.644)  0.36
H (1.966, 0.732, -3.540)  0.35
H (3.683, 0.539, -1.655)  0.41
H (2.173, 0.172, 0.094)  0.29
H (1.317, -0.274, -1.383)  0.40
H (-0.494, 0.844, -1.979)  0.35
H (-0.052, 2.569, -1.972)  0.28
H (-1.219, 1.954, -0.796)  0.29
H (3.723, 2.246, -0.063)  0.27
H (2.559, 3.080, -0.800)  0.31


Record 2
This record from OMol25 describes a structure of composition C24H71N3O16 in a non-equilibrium geometry. The level of theory is ωB97M-V/def2-TZVPD.

The value obtained for the LUMO energy is -0.22 eV. The calculation puts the frontier orbital gap at 7.5 eV. As for the charge: 0. The electronic energy is -2323.98186 a.u.

Each line ends with the Mulliken charge.
Cartesian coordinates (Å):
C (0.888, -1.124, -1.917)  -1.25
C (0.906, -2.001, -3.124)  3.17
C (2.032, -1.681, -4.090)  -0.91
O (1.715, -0.650, -5.068)  -0.39
C (1.443, -1.063, -6.364)  -0.82
N (0.891, -3.378, -2.633)  -0.73
H (1.863, -0.937, -1.466)  0.77
H (0.279, -1.454, -1.075)  -0.36
H (0.445, -0.173, -2.212)  1.11
H (-0.036, -1.888, -3.661)  -1.83
H (2.301, -2.488, -4.772)  0.53
H (2.860, -1.295, -3.497)  0.13
H (2.249, -1.389, -7.022)  0.28
H (0.848, -0.278, -6.833)  0.32
H (0.696, -1.838, -6.198)  0.35
H (0.058, -3.447, -2.065)  -0.23
H (0.565, -4.087, -3.274)  0.41
C (4.070, 0.890, 2.280)  -2.49
C (2.783, 1.478, 2.856)  1.52
C (2.464, 2.773, 2.100)  -1.18
O (3.277, 3.902, 2.368)  -0.50
C (4.220, 4.251, 1.368)  -0.68
N (1.756, 0.432, 2.679)  -0.36
H (4.259, -0.105, 2.681)  0.53
H (4.933, 1.547, 2.387)  0.51
H (4.012, 0.770, 1.199)  0.65
H (2.855, 1.834, 3.884)  0.15
H (1.494, 3.038, 2.520)  -0.17
H (2.136, 2.587, 1.077)  0.90
H (3.719, 4.449, 0.421)  0.27
H (4.945, 3.464, 1.156)  0.22
H (4.751, 5.081, 1.835)  0.34
H (1.082, 0.355, 3.427)  -0.31
H (2.151, -0.483, 2.844)  -0.05
C (-2.451, -1.228, -4.726)  -1.38
C (-3.062, -0.750, -3.432)  -0.04
C (-2.911, -1.816, -2.334)  0.93
O (-3.649, -2.987, -2.804)  -0.49
C (-3.056, -4.257, -2.296)  -0.60
N (-2.235, 0.369, -3.093)  -0.73
H (-1.539, -1.787, -4.514)  0.14
H (-2.268, -0.497, -5.514)  0.35
H (-3.043, -1.995, -5.225)  0.43
H (-4.097, -0.409, -3.457)  0.52
H (-3.340, -1.442, -1.404)  0.29
H (-1.861, -1.979, -2.094)  -0.63
H (-3.308, -4.441, -1.251)  0.23
H (-1.975, -4.329, -2.416)  0.16
H (-3.510, -5.036, -2.908)  0.36
H (-2.667, 0.844, -2.314)  0.42
H (-1.400, -0.116, -2.797)  0.52
C (-1.013, 0.231, -0.354)  -0.03
C (0.342, 0.957, 0.093)  -0.44
O (0.313, 1.690, 1.253)  -0.49
O (-1.231, -0.944, 0.341)  -0.58
H (-0.979, -0.088, -1.395)  -2.09
H (-1.808, 0.970, -0.257)  -0.39
H (0.489, 1.798, -0.584)  1.36
H (1.204, 0.325, -0.120)  0.48
H (1.219, 1.814, 1.545)  -1.11
H (-0.374, -1.378, 0.331)  1.24
C (-1.737, -1.293, 2.641)  0.50
C (-2.537, -0.280, 3.377)  -0.39
O (-3.660, -1.034, 3.885)  -0.59
O (-0.882, -2.102, 3.494)  -0.57
H (-1.263, -0.736, 1.834)  -0.18
H (-2.338, -1.909, 1.972)  -0.03
H (-2.964, 0.476, 2.719)  -1.07
H (-1.922, 0.219, 4.126)  0.85
H (-4.382, -0.408, 3.974)  0.52
H (-1.316, -2.134, 4.350)  0.50
C (4.962, 1.325, -1.476)  -0.77
C (3.417, 1.608, -1.234)  -0.21
O (2.681, 0.363, -0.982)  -0.91
O (5.615, 0.977, -0.297)  -0.54
H (5.262, 2.286, -1.894)  0.49
H (4.880, 0.605, -2.290)  0.30
H (2.916, 2.054, -2.093)  0.66
H (3.297, 2.437, -0.537)  -0.20
H (3.160, -0.124, -0.307)  -0.13
H (5.329, 0.101, -0.026)  0.47
C (-3.602, 1.223, 0.815)  2.01
C (-4.452, 2.393, 0.570)  -1.19
O (-5.248, 2.368, -0.594)  -0.62
O (-4.376, 0.000, 0.776)  -0.86
H (-3.177, 1.335, 1.812)  0.32
H (-2.757, 1.178, 0.128)  -0.55
H (-3.769, 3.239, 0.500)  0.36
H (-5.156, 2.507, 1.395)  0.44
H (-6.053, 1.907, -0.348)  0.34
H (-3.908, -0.745, 0.393)  1.14
C (-1.433, 3.435, 3.610)  -1.23
C (-0.830, 2.063, 3.562)  1.64
O (-0.148, 1.921, 4.845)  -0.71
O (-0.417, 4.419, 3.376)  -0.60
H (-2.011, 3.547, 4.527)  0.47
H (-2.123, 3.708, 2.811)  0.10
H (-0.186, 1.943, 2.690)  0.74
H (-1.672, 1.384, 3.691)  -0.81
H (0.308, 1.080, 4.758)  0.57
H (0.089, 4.470, 4.189)  0.37
C (2.088, -2.057, 1.680)  -0.74
C (0.619, -1.817, 1.415)  -0.19
O (0.412, -2.213, 0.035)  -0.86
O (2.307, -3.413, 1.575)  -0.56
H (2.264, -1.619, 2.663)  1.08
H (2.622, -1.312, 1.090)  -0.44
H (0.427, -0.747, 1.329)  0.32
H (-0.060, -2.315, 2.107)  0.61
H (0.719, -3.122, -0.001)  0.61
H (2.578, -3.584, 2.480)  0.50
O (-3.070, -1.169, 0.241)  0.14
H (-3.057, -2.105, 0.442)  0.52
H (-2.150, -0.938, 0.113)  0.05


Record 3
This record from OMol25 describes the molecule C18H21N3O3 in a non-equilibrium geometry. The level of theory is ωB97M-V/def2-TZVPD.

The value obtained for the LUMO energy is 0.01 eV. The calculation puts the frontier orbital gap at 8.8 eV. As for the charge: 0. The electronic energy is -1088.55239 a.u. The energy above the lowest of the compared OMol25 structures with the same formula, charge and spin is 0.4189 eV. As for the structure (SMILES): CCc1nc(N[C@H](C(=O)O)[C@H](C)CC)c2oc3ccccc3c2n1.

Each line ends with the Mulliken charge.
Cartesian coordinates (Å):
C (2.828, 2.357, 2.676)  -1.39
H (3.067, 1.408, 3.148)  0.31
H (3.591, 2.564, 1.931)  0.32
H (2.844, 3.142, 3.427)  0.43
C (1.457, 2.287, 2.020)  -0.05
C (1.367, 1.217, 0.977)  -0.06
N (2.384, 0.411, 0.797)  -0.59
C (2.214, -0.518, -0.153)  0.22
C (1.039, -0.632, -0.900)  1.21
C (-0.010, 0.270, -0.650)  0.04
N (0.205, 1.178, 0.304)  -0.46
N (-1.146, 0.224, -1.370)  -0.11
H (-1.152, -0.545, -2.026)  0.33
C (-2.458, 0.845, -1.241)  -0.59
C (-2.582, 2.326, -0.815)  0.17
O (-3.532, 2.943, -1.225)  -0.61
O (-1.701, 2.858, -0.010)  -0.58
H (-0.929, 2.234, 0.228)  0.59
H (-2.854, 0.845, -2.265)  0.45
C (-3.447, -0.022, -0.400)  0.73
C (-4.845, 0.115, -1.003)  -1.68
H (-5.154, 1.157, -0.988)  0.33
H (-5.564, -0.472, -0.436)  0.43
H (-4.860, -0.233, -2.034)  0.42
C (-3.497, 0.320, 1.096)  -0.70
C (-2.305, -0.184, 1.901)  -0.97
H (-1.389, 0.329, 1.625)  0.03
H (-2.478, -0.014, 2.961)  0.41
H (-2.165, -1.253, 1.748)  0.32
H (-3.604, 1.398, 1.225)  0.35
H (-4.399, -0.142, 1.505)  0.41
H (-3.123, -1.066, -0.501)  0.30
O (1.096, -1.653, -1.804)  -0.57
C (2.330, -2.211, -1.642)  -0.04
C (2.843, -3.286, -2.348)  -0.98
C (4.123, -3.698, -2.026)  -0.28
C (4.870, -3.062, -1.035)  -0.69
C (4.360, -1.991, -0.331)  -0.40
C (3.075, -1.561, -0.638)  0.59
H (4.927, -1.490, 0.438)  0.54
H (5.866, -3.418, -0.819)  0.40
H (4.555, -4.532, -2.557)  0.39
H (2.263, -3.775, -3.114)  0.46
H (1.203, 3.241, 1.551)  0.31
H (0.687, 2.089, 2.771)  0.26


Record 4
This record from OMol25 describes a cluster of 2 separate species, C2H3NO in total. The level of theory is ωB97M-V/def2-TZVPD.

The value obtained for the LUMO energy is 1.00 eV. The calculation puts the frontier orbital gap at 11.2 eV. As for the charge: 0. The electronic energy is -207.95909 a.u. The energy above the lowest of the compared OMol25 structures with the same formula, charge and spin is 1.0497 eV.

Each line ends with the Mulliken charge.
Cartesian coordinates (Å):
C (2.991, -0.456, -0.343)  0.14
C (-0.188, 0.301, 0.152)  -0.23
N (0.604, -0.601, 0.498)  -0.50
O (3.520, 0.417, 0.142)  -0.15
H (-0.881, 0.265, -0.696)  0.22
H (-0.209, 1.212, 0.737)  0.26
H (0.590, -1.446, -0.071)  0.26


Record 5
This record from OMol25 describes a structure of composition C3H4N2O in a non-equilibrium geometry. The level of theory is ωB97M-V/def2-TZVPD.

The value obtained for the LUMO energy is 1.02 eV. The calculation puts the frontier orbital gap at 11.0 eV. As for the charge: 0. The electronic energy is -301.34158 a.u. The energy above the lowest of the compared OMol25 structures with the same formula, charge and spin is 3.9633 eV.

Each line ends with the Mulliken charge.
Cartesian coordinates (Å):
C (1.275, -0.597, 0.975)  -0.92
C (0.356, -0.098, -0.096)  0.60
N (0.406, 0.144, -1.310)  -0.18
O (-0.624, 0.589, -1.957)  -0.33
C (-1.839, 0.679, -0.657)  0.14
N (-1.354, 0.311, 0.399)  -0.48
H (2.305, -0.791, 0.647)  0.31
H (1.304, 0.146, 1.775)  0.26
H (0.865, -1.521, 1.387)  0.26
H (-2.716, 1.053, -1.182)  0.34


> What is the LUMO in the second record?

-0.22 eV


> Number 4 is which compound?

C2H3NO